ORCA calculation (the ωB97M-V functional and the def2-TZVPD basis) on a 23-piece molecular cluster, C40H126O40 overall in a non-equilibrium geometry.

Each line ends with the Löwdin charge.
Positions of all 206 atoms, in Å:
C1 1.23597 -7.32406 2.85414  -0.13
O1 1.79253 -7.72612 1.58440  -0.16
H1 0.34432 -7.90765 3.11952  0.08
H2 2.05248 -7.65194 3.48934  0.08
H3 1.07923 -6.27800 2.77570  0.05
H4 1.10234 -7.60768 0.91280  0.03
C2 2.30844 -0.02340 7.19016  -0.15
O2 1.06622 0.51279 6.97498  -0.11
H5 2.83436 -0.22364 6.23842  0.08
H6 2.99613 0.57788 7.81056  0.09
H7 2.23744 -0.94330 7.68389  0.06
H8 0.96632 1.33930 6.53149  0.02
C3 -1.40170 -3.25263 0.68239  -0.11
O3 -1.34098 -2.05796 1.48538  -0.12
H9 -1.67561 -4.15286 1.23359  0.07
H10 -2.17272 -3.23929 -0.03582  0.05
H11 -0.41292 -3.51236 0.24007  0.08
H12 -2.23655 -1.80373 1.80331  0.05
C4 0.48258 -3.98866 4.71503  -0.18
O4 -0.70591 -4.70006 4.89384  -0.11
H13 0.32277 -3.12400 4.05725  0.07
H14 0.67245 -3.46742 5.66316  0.08
H15 1.35514 -4.57338 4.46181  0.07
H16 -1.38706 -4.26731 4.36081  0.05
C5 -0.69287 0.15321 4.31309  -0.14
O5 -0.66680 -0.81672 5.33194  -0.14
H17 -0.97896 1.16470 4.72365  0.11
H18 0.27048 0.15549 3.84480  0.06
H19 -1.49229 -0.06903 3.59470  0.07
H20 -0.16523 -0.47996 6.09488  0.06
C6 -2.02726 4.36113 2.83324  -0.17
O6 -2.60719 5.64298 2.65789  -0.12
H21 -0.95063 4.37473 2.69208  0.06
H22 -2.40607 3.99013 3.76189  0.08
H23 -2.42350 3.68342 2.03785  0.06
H24 -1.93754 6.16792 2.16022  0.09
C7 2.37434 -0.77038 -7.63242  -0.26
C8 1.67850 -1.99037 -7.05206  -0.21
O7 1.56669 -1.92187 -5.60221  -0.08
O8 1.72577 0.47461 -7.45373  -0.08
H25 2.44237 -0.88308 -8.71299  0.12
H26 3.37808 -0.70673 -7.19137  0.12
H27 2.36606 -2.81065 -7.24936  0.11
H28 0.74283 -2.23117 -7.58268  0.12
H29 0.77329 -1.46958 -5.33478  0.02
H30 1.73580 0.68855 -6.49210  0.05
C9 -3.77657 -2.96484 5.36742  -0.24
C10 -4.73884 -3.53884 4.36965  -0.23
O9 -4.05050 -4.22391 3.30758  -0.06
O10 -3.08874 -1.88952 4.74023  -0.10
H31 -3.04344 -3.69683 5.69924  0.11
H32 -4.30428 -2.57165 6.22663  0.12
H33 -5.34573 -2.62934 4.09385  0.13
H34 -5.41533 -4.29933 4.83975  0.13
H35 -3.67786 -3.60203 2.68424  0.05
H36 -2.22060 -1.62069 5.11658  0.06
C11 -6.47310 -1.73422 -2.54859  -0.28
C12 -5.19937 -2.24679 -1.92060  -0.28
O11 -4.99885 -3.52423 -2.42070  -0.07
O12 -7.58448 -2.46206 -2.13702  -0.05
H37 -6.34642 -1.75325 -3.61981  0.11
H38 -6.61735 -0.70380 -2.16001  0.13
H39 -5.34142 -2.19775 -0.78014  0.14
H40 -4.29928 -1.63195 -2.17003  0.11
H41 -4.28706 -3.98043 -1.92989  0.05
H42 -7.46551 -3.38299 -2.43076  0.10
C13 -1.70879 -0.94364 -3.66028  -0.20
C14 -1.00522 -2.08819 -2.86159  -0.18
O13 0.06677 -1.44437 -2.20395  -0.09
O14 -0.90700 -0.43044 -4.68493  -0.07
H43 -1.90225 -0.12920 -2.91532  0.11
H44 -2.70463 -1.20147 -4.06206  0.13
H45 -0.58461 -2.82799 -3.55075  0.13
H46 -1.67284 -2.50237 -2.13660  0.09
H47 0.57439 -2.12802 -1.68973  0.08
H48 -1.42685 -0.12768 -5.42962  0.07
C15 1.40104 3.70157 4.94783  -0.21
C16 1.01423 5.10913 4.98775  -0.21
O15 1.40188 5.62412 6.31332  -0.07
O16 0.84019 2.99305 6.06070  -0.09
H49 2.46106 3.61314 5.09082  0.11
H50 0.98641 3.21010 4.02420  0.14
H51 0.02394 5.39539 4.70871  0.11
H52 1.60787 5.63782 4.25197  0.11
H53 0.93058 6.44916 6.51238  0.09
H54 1.12852 3.42153 6.88427  0.11
C17 1.52238 5.11828 0.46052  -0.15
C18 0.22205 4.64351 -0.24080  -0.24
O17 0.02173 5.67189 -1.18793  -0.06
O18 1.61839 4.50380 1.79717  -0.11
H55 1.38831 6.17266 0.58348  0.11
H56 2.41298 4.86712 -0.10293  0.10
H57 -0.56747 4.52160 0.46213  0.08
H58 0.44421 3.67477 -0.75066  0.11
H59 -0.56846 5.33232 -1.87125  0.06
H60 2.50387 4.17425 1.98398  0.04
C19 0.01692 3.44773 -3.94252  -0.19
C20 0.71946 2.70886 -5.12824  -0.21
O19 1.32965 1.51641 -4.69609  -0.08
O20 -1.10141 2.71128 -3.46737  -0.13
H61 -0.25649 4.41965 -4.26674  0.11
H62 0.77888 3.57267 -3.11972  0.13
H63 1.53598 3.39642 -5.44383  0.14
H64 0.04361 2.47942 -5.96910  0.12
H65 0.61844 0.88757 -4.68381  0.04
H66 -0.86179 1.98882 -2.78584  0.09
C21 -3.65136 0.90466 -7.33558  -0.24
C22 -3.17429 1.97305 -6.34271  -0.23
O21 -3.25263 1.63603 -4.98326  -0.09
O22 -2.91343 -0.25092 -7.08374  -0.06
H67 -3.34139 1.34781 -8.29217  0.12
H68 -4.73275 0.71925 -7.27431  0.13
H69 -3.74307 2.90553 -6.45307  0.13
H70 -2.11699 2.05036 -6.58746  0.11
H71 -2.51551 2.16252 -4.59082  0.07
H72 -3.08897 -0.94194 -7.72993  0.10
C23 -1.77054 -5.74109 -1.64356  -0.17
C24 -1.25286 -6.61897 -0.49224  -0.24
O23 0.13690 -6.48971 -0.42287  -0.08
O24 -3.20954 -5.44311 -1.56020  -0.09
H73 -1.57123 -6.25179 -2.60841  0.13
H74 -1.25185 -4.74691 -1.61941  0.10
H75 -1.53702 -7.62893 -0.67114  0.11
H76 -1.64726 -6.36072 0.50554  0.13
H77 0.50774 -6.56422 -1.32810  0.12
H78 -3.73091 -6.21798 -1.78003  0.10
C25 -4.68282 2.85117 -1.79284  -0.24
C26 -3.76943 3.53833 -0.84740  -0.26
O25 -2.61906 4.15162 -1.40922  -0.06
O26 -4.05107 1.65713 -2.23172  -0.07
H79 -4.94206 3.58161 -2.53514  0.12
H80 -5.62685 2.57728 -1.37325  0.11
H81 -3.58381 2.78133 -0.11014  0.07
H82 -4.34575 4.36666 -0.41203  0.14
H83 -2.15858 3.47054 -1.96710  0.07
H84 -3.97470 1.61450 -3.19764  0.05
C27 4.41306 4.53100 -2.15850  -0.21
C28 5.73165 4.56500 -2.89487  -0.22
O27 6.24865 3.20809 -2.96626  -0.08
O28 4.65242 3.81979 -0.92816  -0.12
H85 3.70293 4.11226 -2.86395  0.11
H86 4.06577 5.53987 -1.87835  0.13
H87 6.46074 5.04307 -2.24072  0.11
H88 5.84059 5.11515 -3.82861  0.12
H89 6.79774 3.04334 -2.17838  0.09
H90 4.41627 2.86193 -1.07871  0.07
C29 4.56161 -1.06299 1.73837  -0.16
C30 4.09286 -1.53818 3.12730  -0.19
O29 2.73017 -2.00322 3.17867  -0.08
O30 3.68724 -0.01252 1.24017  -0.13
H91 4.53281 -1.87015 1.04178  0.08
H92 5.48693 -0.52465 1.80601  0.12
H93 4.23249 -0.69108 3.79717  0.10
H94 4.67355 -2.42997 3.39386  0.13
H95 2.13896 -1.30744 3.52891  0.08
H96 2.79309 -0.41607 1.05895  0.08
C31 2.90167 0.69995 -2.00829  -0.13
C32 3.44792 -0.46530 -2.84148  -0.17
O31 3.93635 -1.45570 -1.91826  -0.11
O32 4.05864 1.10768 -1.13950  -0.12
H97 2.04962 0.41997 -1.35742  0.10
H98 2.57125 1.52717 -2.63589  0.09
H99 4.28773 -0.20637 -3.47522  0.13
H100 2.65383 -0.97536 -3.45683  0.12
H101 4.71186 -1.08763 -1.48419  0.09
H102 3.79544 0.74119 -0.24414  0.05
C33 -4.43037 0.01517 1.34776  -0.20
C34 -4.44433 1.33835 2.08659  -0.23
O33 -5.24949 1.18806 3.24097  -0.04
O34 -4.04140 -1.05522 2.21720  -0.10
H103 -3.78543 -0.02660 0.45112  0.11
H104 -5.39910 -0.20468 0.95584  0.11
H105 -4.91578 1.99025 1.39632  0.10
H106 -3.47253 1.73847 2.41783  0.11
H107 -6.10309 1.58485 3.08989  0.09
H108 -4.19446 -0.90946 3.15385  0.05
C35 3.80272 -4.52801 -0.21902  -0.23
C36 2.49058 -3.79379 0.09731  -0.24
O35 1.86260 -3.24044 -1.00487  -0.09
O36 4.82406 -3.65098 -0.56246  -0.06
H109 3.62703 -5.29454 -0.99940  0.13
H110 4.15673 -5.01046 0.67621  0.12
H111 2.63762 -3.08267 0.89971  0.10
H112 1.75150 -4.49655 0.49119  0.11
H113 2.50255 -2.62095 -1.43293  0.08
H114 4.69128 -3.32707 -1.45108  0.06
C37 5.41168 3.19915 2.26429  -0.26
C38 5.04339 2.87779 3.63053  -0.29
O37 4.24092 1.74986 3.65367  -0.07
O38 4.37128 3.93171 1.67199  -0.08
H115 5.50465 2.16528 1.85706  0.13
H116 6.34591 3.71317 2.11317  0.13
H117 4.54307 3.76503 4.12443  0.13
H118 5.93902 2.64706 4.28474  0.14
H119 3.98758 1.55352 2.73819  0.06
H120 4.53583 4.09690 0.70563  0.06
C39 0.11972 1.15537 0.97164  -0.19
C40 -0.90517 1.14131 -0.09489  -0.19
O39 -0.28130 1.13716 -1.39072  -0.08
O40 0.98699 0.01083 0.98979  -0.05
H121 -0.48059 1.23191 1.94569  0.13
H122 0.76377 2.02943 0.92547  0.11
H123 -1.52554 2.05561 0.00175  0.11
H124 -1.53631 0.26985 0.02364  0.11
H125 -0.14532 0.23694 -1.63760  0.02
H126 0.41470 -0.70163 1.19206  0.04

Values from the calculation:
Highest occupied orbital energy: -9.60 eV
Charge: 0
Gap between HOMO and LUMO: 9.79 eV
Maximum force: 3.6 eV Å⁻¹
LUMO energy: 0.19 eV